Record 1
# C3H9N5

One molecule with the formula C3H9N5 (ωB97M-V with the def2-TZVPD basis set, the Open Molecules 2025 dataset).

Values from the calculation:
DFT total energy = -393.32533 Ha
spin multiplicity = 1
HOMO level (spin up / spin down) = -0.282 / -0.282 Eh
max |F| = 1.7 eV/A
relative energy (zero: lowest compared OMol25 entry of this formula, charge and spin) = 5.1209 eV
Kohn-Sham gap (spin up / spin down) = 7.872 / 7.873 eV
total charge = 0
LUMO energy (spin up / spin down) = 0.20 / 0.20 eV

Geometry (Å):
C1 0.36535 -0.47963 2.02630
N1 1.72977 -1.27562 -0.87886
C2 0.99924 -0.27913 -0.34305
N2 0.08890 -0.54170 0.60960
H1 1.43152 -2.22295 -0.70176
H2 2.39999 -1.09866 -1.60954
H3 1.44489 0.71083 -0.45970
H4 0.93584 0.41793 2.29926
H5 0.91114 -1.36666 2.35589
H6 -0.60832 -0.44504 2.51891
N3 -1.04737 0.41291 -1.21326
N4 -1.02965 1.81412 -1.48007
C3 -1.50212 -0.03177 0.09741
N5 -2.46395 0.12644 0.77750
H7 -1.33758 -0.13937 -2.01335
H8 -0.38391 2.20785 -0.79304
H9 -1.93373 2.19046 -1.19223

Here are the Mulliken charges for atoms 1 to 6, given in e: C -0.9694; N -0.3563; C 0.0556; N -0.1415; H 0.2696; H 0.2421

Record 2
# C3H9N5O

One molecule with the formula C3H9N5O (ωB97M-V with the def2-TZVPD basis set, the Open Molecules 2025 dataset).

Values from the calculation:
DFT total energy = -468.67998 Ha
spin multiplicity = 1
HOMO level = -0.307 Eh
max |F| = 4.2 eV/A
relative energy (zero: lowest compared OMol25 entry of this formula, charge and spin) = 1.2574 eV
Kohn-Sham gap = 9.240 eV
structure (SMILES) = [H]/N=C(/N)N/C(=N\N)OC
total charge = 0
LUMO energy = 0.89 eV

Geometry (Å):
H1 -1.36850 -1.39775 1.46604
N1 -2.18955 -1.02443 0.99726
C1 -1.92723 -0.13136 0.16985
N2 -2.91789 0.46189 -0.63389
N3 -0.71371 0.57006 -0.08650
C2 0.56760 0.00323 -0.05287
N4 1.58051 0.77185 0.16470
N5 1.42191 2.14356 0.17371
O1 0.65598 -1.30143 -0.25325
C3 1.98581 -1.78501 -0.23669
H2 -2.67864 0.80099 -1.56332
H3 -3.81165 0.03912 -0.50852
H4 -0.61269 1.50076 -0.31887
H5 0.68051 2.45736 0.86221
H6 2.30193 2.49034 0.54999
H7 2.44618 -1.56223 0.80318
H8 2.52037 -1.18443 -1.08832
H9 2.05907 -2.85251 -0.44470

Here are the Mulliken charges for atoms 1 to 6, given in e: H 0.2843; N -0.6977; C 0.4863; N -0.5020; N -0.2481; C 0.6890

Record 3
# C3H9NO

A 2-piece molecular cluster, C3H9NO overall (ωB97M-V with the def2-TZVPD basis set, the Open Molecules 2025 dataset).

Values from the calculation:
DFT total energy = -249.63805 Ha
spin multiplicity = 1
HOMO level = -0.286 Eh
max |F| = 1.9 eV/A
relative energy (zero: lowest compared OMol25 entry of this formula, charge and spin) = 2.0584 eV
Kohn-Sham gap = 8.762 eV
structure (SMILES) = C=CN.CO
total charge = 0
LUMO energy = 0.98 eV

Geometry (Å):
C1 1.14082 1.17701 -0.27172
C2 1.24895 0.14045 -1.11623
N1 1.44921 -1.17553 -0.75744
H1 1.49864 2.16926 -0.48829
H2 0.99930 0.87320 0.76053
H3 1.43432 0.27682 -2.17852
H4 1.27655 -1.84071 -1.47721
H5 1.46373 -1.47353 0.19580
C3 -1.97699 0.11928 0.63547
O1 -0.87089 -0.65320 1.16662
H6 -2.14393 1.06845 1.13434
H7 -1.70262 0.23634 -0.40930
H8 -2.89323 -0.47453 0.68810
H9 -0.92386 -0.44331 2.11784

Here are the Mulliken charges for atoms 1 to 6, given in e: C -0.8185; C 0.0331; N -0.3645; H 0.3121; H 0.1798; H 0.2878

Record 4
# C3H9NO

A 2-piece molecular cluster, C3H9NO overall (ωB97M-V with the def2-TZVPD basis set, the Open Molecules 2025 dataset).

Values from the calculation:
DFT total energy = -249.64797 Ha
spin multiplicity = 1
HOMO level = -0.344 Eh
max |F| = 0.7 eV/A
relative energy (zero: lowest compared OMol25 entry of this formula, charge and spin) = 1.7883 eV
Kohn-Sham gap = 10.111 eV
structure (SMILES) = C=CO.CN
total charge = 0
LUMO energy = 0.76 eV

Geometry (Å):
C1 -1.93661 0.24442 -0.04483
C2 -1.34077 0.10669 -1.21517
O1 -1.11533 1.17750 -2.04773
H1 -2.06800 -0.59960 0.60883
H2 -2.28361 1.22856 0.23448
H3 -0.93314 -0.82494 -1.58643
H4 -1.14382 0.85266 -2.95256
C3 1.83662 0.06019 0.68991
N1 1.42208 -1.03076 1.57718
H5 1.05474 0.78398 0.45097
H6 2.18284 -0.33560 -0.26088
H7 2.69695 0.56539 1.12727
H8 0.88952 -0.62116 2.33770
H9 0.73853 -1.60732 1.08125

Here are the Mulliken charges for atoms 1 to 6, given in e: C -0.7147; C 0.0350; O -0.4836; H 0.2791; H 0.2440; H 0.2934

Record 5
# C3H9NO

A 2-piece molecular cluster, C3H9NO overall (ωB97M-V with the def2-TZVPD basis set, the Open Molecules 2025 dataset).

Values from the calculation:
DFT total energy = -249.67189 Ha
spin multiplicity = 1
HOMO level = -0.279 Eh
max |F| = 0.7 eV/A
relative energy (zero: lowest compared OMol25 entry of this formula, charge and spin) = 1.1375 eV
Kohn-Sham gap = 8.295 eV
structure (SMILES) = C/C=C/N.O
total charge = 0
LUMO energy = 0.70 eV

Geometry (Å):
C1 2.40228 0.70904 -0.34490
C2 1.02950 0.10067 -0.32797
C3 0.49731 -0.45642 0.75389
N1 -0.73731 -1.08859 0.82424
H1 2.42581 1.64094 0.21460
H2 3.14514 0.04049 0.11055
H3 2.75311 0.87934 -1.36223
H4 0.45947 0.18468 -1.24571
H5 1.09929 -0.52577 1.65625
H6 -1.20038 -1.10561 1.71415
H7 -1.30828 -0.93214 0.01364
O1 -3.35456 -0.07601 -0.42351
H8 -2.96409 0.73812 -0.78859
H9 -4.24729 -0.10874 -0.79441

Here are the Mulliken charges for atoms 1 to 6, given in e: C -1.0817; C -0.1974; C -0.0746; N -0.4529; H 0.2446; H 0.2950

Record 6
# C3H9NO

A 2-piece molecular cluster, C3H9NO overall (ωB97M-V with the def2-TZVPD basis set, the Open Molecules 2025 dataset).

Values from the calculation:
DFT total energy = -249.67228 Ha
spin multiplicity = 1
HOMO level = -0.298 Eh
max |F| = 0.7 eV/A
relative energy (zero: lowest compared OMol25 entry of this formula, charge and spin) = 1.1268 eV
Kohn-Sham gap = 9.157 eV
structure (SMILES) = C/C=C/N.O
total charge = 0
LUMO energy = 1.04 eV

Geometry (Å):
C1 -0.09434 -1.61547 -0.04858
C2 -0.57665 -0.19355 -0.06129
C3 -0.22281 0.73227 -0.94714
N1 -0.76371 1.97735 -1.11399
H1 0.53152 -1.86810 -0.91248
H2 0.45448 -1.96542 0.82812
H3 -0.97640 -2.24369 -0.09530
H4 -1.34611 0.02972 0.67375
H5 0.62106 0.54750 -1.60042
H6 -0.57303 2.47730 -1.95827
H7 -1.60009 2.23887 -0.61357
O1 1.81360 0.11478 2.14491
H8 1.22861 0.56131 1.52091
H9 1.50387 -0.79288 2.18335

Here are the Mulliken charges for atoms 1 to 6, given in e: C -0.8964; C -0.5603; C 0.2198; N -0.4419; H 0.2824; H 0.1914

Record 7
# C3H9NO

A 2-piece molecular cluster, C3H9NO overall (ωB97M-V with the def2-TZVPD basis set, the Open Molecules 2025 dataset).

Values from the calculation:
DFT total energy = -249.64949 Ha
spin multiplicity = 1
HOMO level = -0.372 Eh
max |F| = 1.0 eV/A
relative energy (zero: lowest compared OMol25 entry of this formula, charge and spin) = 1.7471 eV
Kohn-Sham gap = 11.131 eV
structure (SMILES) = C=N.CCO
total charge = 0
LUMO energy = 1.02 eV

Geometry (Å):
C1 -2.54602 0.30215 0.51967
N1 -2.59106 -0.33048 -0.56412
H1 -2.10619 -0.10554 1.43143
H2 -2.91349 1.31885 0.66987
H3 -2.95931 0.25161 -1.31525
C2 2.81757 -0.10826 0.33598
C3 1.36092 -0.50058 0.13486
O1 0.65164 0.57443 -0.45976
H4 3.18843 0.45840 -0.52015
H5 3.40972 -1.01259 0.39541
H6 2.92410 0.57089 1.17976
H7 1.38034 -1.37306 -0.53396
H8 0.93668 -0.79523 1.09521
H9 -0.27603 0.30242 -0.51010

Here are the Mulliken charges for atoms 1 to 6, given in e: C -0.2667; N -0.5186; H 0.3002; H 0.2398; H 0.2450; C -1.1085

Record 8
# C3H9NO

A 2-piece molecular cluster, C3H9NO overall (ωB97M-V with the def2-TZVPD basis set, the Open Molecules 2025 dataset).

Values from the calculation:
DFT total energy = -249.63360 Ha
spin multiplicity = 1
HOMO level = -0.300 Eh
max |F| = 1.7 eV/A
relative energy (zero: lowest compared OMol25 entry of this formula, charge and spin) = 2.1795 eV
Kohn-Sham gap = 9.183 eV
structure (SMILES) = C=CN.CO
total charge = 0
LUMO energy = 1.03 eV

Geometry (Å):
C1 4.13012 -1.23426 0.90915
C2 3.83088 -1.22493 -0.39263
N1 2.60897 -1.60757 -0.91779
H1 4.99897 -0.78499 1.34081
H2 3.28269 -1.50206 1.53705
H3 4.62364 -1.21367 -1.13614
H4 2.63620 -1.85721 -1.88844
H5 2.01538 -2.09561 -0.26916
C3 -4.53527 2.09838 0.42143
O1 -4.75226 0.96107 -0.48909
H6 -3.73708 2.68717 -0.03104
H7 -4.16855 1.76611 1.38990
H8 -5.46861 2.64544 0.52051
H9 -5.46507 1.36214 -0.99457

Here are the Mulliken charges for atoms 1 to 6, given in e: C -0.8469; C 0.1822; N -0.4472; H 0.2773; H 0.1875; H 0.2421